(1)
Entry from the OMol25 dataset: 3 unconnected molecules or ions with the total composition CH8NO3 (ωB97M-V/def2-TZVPD).

Positions of all 13 atoms, in Å:
H: -0.54 0.84 -0.30
H: -0.72 -0.77 1.48
H: -2.13 0.95 -0.49
H: -0.16 -2.17 -0.98
H: 0.82 -1.60 1.35
O: -1.34 1.50 -0.46
H: 1.62 1.34 -0.31
H: 1.66 2.87 -0.38
O: 2.24 2.10 -0.47
O: 0.62 -0.03 0.10
C: 0.07 -1.07 0.77
H: -1.55 -1.84 -0.24
N: -0.59 -2.10 -0.07

## Properties
calculated total energy: -8800.279 eV
energy above the lowest of the compared OMol25 structures with the same formula, charge and spin: 18.6 kJ/mol
E_HOMO: -0.1434 hartree
LUMO energy: 4.353 eV
total charge: -1
frontier orbital gap: 8.3 eV



(2)
Entry from the OMol25 dataset: 2 unconnected molecules or ions with the total composition CH8NS in a non-equilibrium geometry (ωB97M-V/def2-TZVPD).

Positions of all 11 atoms, in Å:
H: 0.03 -1.13 -0.74
H: 0.97 -2.46 -1.20
H: 1.70 -1.15 -0.35
H: -2.58 0.63 1.01
C: -0.27 1.36 0.91
S: -1.60 0.31 0.14
N: 0.98 -1.43 -1.07
H: -0.14 2.12 0.16
H: 0.54 0.81 1.37
H: 1.22 -0.91 -1.93
H: -0.86 1.84 1.69

## Properties
calculated total energy: -13488.740 eV
energy above the lowest of the compared OMol25 structures with the same formula, charge and spin: 29.7 kJ/mol
multiplicity: 2
E_HOMO (spin up / spin down): -0.1446 / -0.3515 hartree
LUMO energy (spin up / spin down): 0.762 / 0.549 eV
total charge: 0
frontier orbital gap (spin up / spin down): 4.7 / 10.1 eV



(3)
Entry from the OMol25 dataset: 3 unconnected molecules or ions with the total composition CH8O2S2 in a non-equilibrium geometry (ωB97M-V/def2-TZVPD).

Positions of all 13 atoms, in Å:
H: 1.08 1.46 -1.79
H: 1.01 -2.26 -0.36
H: -1.54 -0.72 2.02
O: -0.35 2.73 1.68
H: -1.29 2.97 1.68
O: -0.81 -0.09 1.99
H: 1.67 -1.34 -1.77
H: 0.49 -2.59 -2.03
S: -0.03 0.98 -2.38
H: -0.03 -0.58 2.27
S: -0.60 -0.64 -1.26
H: -0.41 1.86 1.25
C: 0.80 -1.80 -1.32

## Properties
calculated total energy: -26931.858 eV
energy above the lowest of the compared OMol25 structures with the same formula, charge and spin: 63.3 kJ/mol
E_HOMO: -0.3154 hartree
LUMO energy: 0.340 eV
total charge: 0
structure (SMILES): CSS.O.O
frontier orbital gap: 8.9 eV



(4)
Entry from the OMol25 dataset: 3 unconnected molecules or ions with the total composition CH8O3 in a non-equilibrium geometry (ωB97M-V/def2-TZVPD).

Positions of all 12 atoms, in Å:
H: 0.01 2.62 0.15
C: -0.31 1.56 0.15
H: 1.75 -2.26 -0.33
H: 1.49 0.97 0.27
H: 1.90 -0.76 -0.51
H: -1.23 -1.28 -0.05
H: -2.71 -1.50 0.08
O: 0.58 0.74 0.75
H: -0.48 1.43 -0.88
H: -1.06 1.56 0.84
O: 2.05 -1.57 0.08
O: -1.98 -1.52 -0.55

## Properties
calculated total energy: -7307.419 eV
energy above the lowest of the compared OMol25 structures with the same formula, charge and spin: 154.5 kJ/mol
E_HOMO: -0.3854 hartree
LUMO energy: 0.475 eV
total charge: 0
structure (SMILES): CO.O.O
frontier orbital gap: 11.0 eV



(5)
Entry from the OMol25 dataset: 2 unconnected molecules or ions with the total composition CH8O4Si2 in a non-equilibrium geometry (ωB97M-V/def2-TZVPD).

Positions of all 15 atoms, in Å:
O: -0.59 -1.03 1.25
O: 0.81 0.61 -0.26
H: 1.81 -2.88 0.49
H: -3.14 3.30 -1.23
Si: -2.57 2.23 -0.48
O: -1.06 2.73 -0.37
H: -0.55 2.05 0.14
H: 1.69 -0.47 1.97
Si: 0.93 -0.72 0.74
O: -2.81 0.80 -0.05
H: -1.29 -0.52 0.76
H: 2.76 -1.90 -0.66
H: 1.06 -2.51 -0.98
H: 1.21 0.39 -1.07
C: 1.75 -2.08 -0.25

## Properties
calculated total energy: -25115.835 eV
energy above the lowest of the compared OMol25 structures with the same formula, charge and spin: 202.0 kJ/mol
E_HOMO: -0.3890 hartree
LUMO energy: 0.114 eV
total charge: 0
structure (SMILES): C[SiH](O)O.O=[SiH]O
frontier orbital gap: 10.7 eV



(6)
Entry from the OMol25 dataset: 4 unconnected molecules or ions with the total composition CH8O5 in a non-equilibrium geometry (ωB97M-V/def2-TZVPD).

Positions of all 14 atoms, in Å:
H: 0.05 2.47 0.43
O: -0.62 0.62 -1.00
O: 0.03 -0.55 1.76
O: 0.69 2.39 1.16
H: 1.46 2.36 0.73
H: 0.48 -1.62 -1.31
O: -1.26 -2.06 -0.28
H: 0.61 0.91 -2.49
C: 0.27 0.23 -1.73
H: 0.61 0.26 1.74
O: 0.96 -0.92 -1.67
H: -0.12 -0.67 2.71
H: -0.94 -1.29 0.32
H: -2.23 -2.15 -0.37

## Properties
calculated total energy: -11404.118 eV
energy above the lowest of the compared OMol25 structures with the same formula, charge and spin: 80.3 kJ/mol
E_HOMO: -0.3883 hartree
LUMO energy: 0.585 eV
total charge: 0
structure (SMILES): O=CO.O.O.O
frontier orbital gap: 11.2 eV



(7)
Entry from the OMol25 dataset: 2 unconnected molecules or ions with the total composition CH9N3 (ωB97M-V/def2-TZVPD).

Positions of all 13 atoms, in Å:
H: -1.55 0.47 0.80
H: 6.03 0.79 -0.30
C: -1.83 -0.42 0.23
N: -2.64 0.04 -0.89
H: -2.87 -0.70 -1.53
H: 4.43 1.39 -0.60
H: -2.18 -2.34 0.86
H: 5.54 2.35 0.27
H: -3.46 -1.39 1.02
N: 5.33 1.49 -0.20
H: -3.42 0.60 -0.60
N: -2.45 -1.40 1.15
H: -0.95 -0.87 -0.22

## Properties
calculated total energy: -5652.857 eV
energy above the lowest of the compared OMol25 structures with the same formula, charge and spin: 38.0 kJ/mol
E_HOMO: -0.3309 hartree
LUMO energy: 1.111 eV
total charge: 0
structure (SMILES): NCN.N
frontier orbital gap: 10.1 eV



(8)
Entry from the OMol25 dataset: 2 unconnected molecules or ions with the total composition CH9N5 in a non-equilibrium geometry (ωB97M-V/def2-TZVPD).

Positions of all 15 atoms, in Å:
H: 10.04 -0.15 -1.29
N: -8.89 -0.25 1.04
C: -9.26 0.48 -1.17
H: -8.51 0.02 1.97
N: 10.62 -0.26 -0.44
H: 9.96 -1.96 0.07
H: 12.09 0.76 0.51
H: -9.47 1.29 -1.87
H: -9.22 -0.53 -1.73
N: -9.08 0.62 0.07
H: 11.14 1.58 -0.97
N: 10.54 -1.15 0.38
H: -8.73 -1.30 0.89
N: 11.27 0.87 -0.28
H: -9.20 1.56 0.37

## Properties
calculated total energy: -8613.698 eV
energy above the lowest of the compared OMol25 structures with the same formula, charge and spin: 378.0 kJ/mol
E_HOMO: -0.6036 hartree
LUMO energy: -6.550 eV
total charge: +2
frontier orbital gap: 9.9 eV



(9)
Entry from the OMol25 dataset: 4 unconnected molecules or ions with the total composition CH9NO4 in a non-equilibrium geometry (ωB97M-V/def2-TZVPD).

Positions of all 15 atoms, in Å:
C: -0.33 -2.14 -0.69
H: 0.65 2.88 1.42
H: 0.00 -0.05 -1.01
N: 0.55 -0.99 -0.77
H: 1.06 -1.08 1.38
H: 1.50 -1.12 -1.28
O: -1.18 1.43 -1.63
H: 0.48 -0.63 2.64
O: -0.31 -2.89 0.30
H: -1.07 2.09 -0.84
H: 0.34 1.46 1.11
H: -0.65 -2.32 -1.70
O: 0.16 2.33 0.77
H: -2.17 1.32 -1.60
O: 0.97 -0.31 1.91

## Properties
calculated total energy: -10862.153 eV
energy above the lowest of the compared OMol25 structures with the same formula, charge and spin: 196.4 kJ/mol
E_HOMO: -0.3553 hartree
LUMO energy: 0.580 eV
total charge: 0
structure (SMILES): NC=O.O.O.O
frontier orbital gap: 10.2 eV



(10)
Entry from the OMol25 dataset: 4 unconnected molecules or ions with the total composition CH9O4 in a non-equilibrium geometry (ωB97M-V/def2-TZVPD).

Positions of all 14 atoms, in Å:
C: 0.92 -1.24 -0.20
H: 0.47 0.37 1.24
H: -0.25 2.51 0.33
H: 1.80 -1.21 0.44
H: -1.37 -1.96 -0.90
O: 0.02 -0.23 -0.09
O: -1.00 2.64 -0.25
O: 0.96 0.91 2.03
H: -1.33 -0.49 -1.02
H: -1.18 1.71 -0.45
H: 0.54 -2.26 -0.31
O: -2.02 -1.25 -1.07
H: 1.09 1.69 1.50
H: 1.36 -1.20 -1.26

## Properties
calculated total energy: -9373.296 eV
energy above the lowest of the compared OMol25 structures with the same formula, charge and spin: 85.7 kJ/mol
E_HOMO: -0.1538 hartree
LUMO energy: 4.203 eV
total charge: -1
frontier orbital gap: 8.4 eV